{"formula": "C5H6O2", "method": "ωB97M-V/def2-TZVPD", "e_homo_ev": [-9.28, -9.29], "orbital_gap_ev": [7.8, 7.8], "energy_ev": -9370.0276, "e_above_lowest_kcal_mol": 163.0, "total_charge": 0, "elements": ["C", "C", "O", "C", "O", "C", "C", "H", "H", "H", "H", "H", "H"], "positions_angstrom": [[0.984450, 0.553380, 0.245480], [-0.087187, -0.456352, 0.278115], [-0.541056, 0.055368, -0.936706], [-1.123151, 1.692197, -0.499808], [-2.040585, 1.656222, 0.293632], [0.323130, -1.859251, 0.239896], [0.653843, -3.015540, 0.221225], [1.198189, 1.248936, 1.052670], [-0.040291, 1.960317, -0.111636], [1.723346, 0.445041, -0.539551], [-0.804602, -0.276753, 1.093781], [-1.176753, 2.043600, -1.543550], [0.930667, -4.047165, 0.206451]], "atomic_forces_ev_per_a": [[0.1, 0.1, 0.1], [0.1, 0.1, 0.0], [-0.3, -0.1, -0.1], [-0.1, 0.0, 0.1], [0.3, 0.0, -0.2], [0.2, -0.5, 0.0], [-0.1, 0.4, 0.0], [-0.1, -0.1, -0.1], [0.0, -0.1, 0.0], [-0.1, 0.0, 0.1], [0.1, 0.0, -0.1], [0.0, 0.0, 0.2], [0.0, 0.2, 0.0]]}



{"formula": "C2H28O12", "method": "ωB97M-V/def2-TZVPD", "e_homo_ev": -10.07, "orbital_gap_ev": 9.9, "energy_ev": -27096.2593, "e_above_lowest_kcal_mol": 69.2, "total_charge": 0, "elements": ["C", "C", "H", "H", "H", "H", "H", "H", "O", "H", "H", "O", "H", "H", "O", "H", "H", "O", "H", "H", "O", "H", "H", "O", "H", "H", "O", "H", "H", "O", "H", "H", "O", "H", "H", "O", "H", "H", "O", "H", "H", "O"], "positions_angstrom": [[-3.237230, -1.646803, 1.811039], [-2.868290, -2.056844, 0.580087], [-3.473376, -0.637038, 2.032909], [-2.916167, -2.214517, 2.754536], [-2.936938, -1.613552, -0.414907], [-2.359374, -3.032755, 0.642863], [1.842108, -0.929523, 0.255631], [1.131478, 0.527836, 0.272485], [1.034115, -0.420549, 0.226858], [3.684613, 0.201376, -0.446614], [3.025068, 1.457543, -1.182988], [2.867214, 0.597636, -0.765722], [1.274375, -1.727080, -3.170372], [0.796792, -0.401511, -2.561881], [0.793547, -0.902340, -3.383993], [-1.816193, -2.934662, -2.094445], [-0.516821, -1.937819, -2.318108], [-1.153134, -2.417400, -1.630442], [-1.642321, -0.503456, -0.947510], [-0.364822, 0.264118, -0.692593], [-1.189681, 0.370152, -1.171040], [2.033732, 3.574267, 0.109704], [3.439053, 2.969168, 0.419694], [2.787820, 3.115036, -0.261949], [-0.946782, 3.997547, -0.468547], [-1.141807, 3.450233, 0.982428], [-0.505348, 3.627869, 0.294986], [-1.037318, 1.658601, 2.497854], [-2.108847, 1.655955, 3.566624], [-2.007188, 1.671112, 2.608749], [0.718098, -3.504133, -2.017532], [2.048515, -3.770769, -1.376523], [1.716047, -3.279595, -2.127548], [-0.136053, -2.037033, 2.397513], [0.473058, -0.767594, 1.698551], [0.515675, -1.336408, 2.510968], [-2.955036, 0.927360, -0.133758], [-3.056015, 1.656602, -1.439408], [-3.540955, 1.508309, -0.630694], [2.732895, -0.090989, 2.395466], [3.948383, 0.046717, 1.749058], [3.331404, 0.672064, 2.200858]], "atomic_forces_ev_per_a": [[1.9, -0.5, 0.0], [0.2, -1.3, 2.0], [-0.9, 0.8, 0.0], [-0.7, 0.5, -1.7], [-0.5, 0.1, 0.8], [-0.4, 0.3, -0.8], [0.3, 0.7, -0.3], [1.5, 0.2, -0.1], [-2.5, -0.9, 0.4], [0.2, 0.6, -0.5], [0.3, -0.1, 0.4], [0.8, -0.3, -1.0], [0.2, 0.7, -0.1], [0.2, 0.2, 0.1], [-0.2, -0.9, 0.2], [0.1, 0.1, -0.4], [-2.2, -1.1, 1.3], [2.2, 0.9, -1.5], [1.0, 1.5, -0.7], [0.1, -0.2, -0.1], [-0.9, -1.5, 0.3], [-0.2, 0.1, 0.3], [0.0, 0.0, 0.6], [0.1, 0.4, -0.8], [-0.4, -0.1, 0.0], [-0.7, 0.0, 0.0], [1.2, -0.1, 0.0], [-0.6, -0.2, 0.0], [-0.1, 0.0, 0.0], [0.8, 0.2, 0.0], [2.1, 0.8, -0.4], [0.6, -0.1, 0.2], [-2.8, -0.9, 0.3], [0.0, 0.2, -0.1], [-0.2, -1.0, 0.5], [0.0, 0.3, 0.3], [0.1, 0.3, 0.0], [0.3, 0.0, -0.2], [-0.7, 0.1, 0.4], [-0.5, 1.3, 0.6], [0.3, 1.4, 0.3], [0.1, -2.7, -0.5]]}



{"formula": "C38H38BF3O3S", "method": "ωB97M-V/def2-TZVPD", "e_homo_ev": -7.73, "orbital_gap_ev": 7.8, "energy_ev": -65832.4172, "smiles": "Cc1ccc([C@@H](B2OC(C)(C)C(C)(C)O2)c2ccc(Oc3ccccc3)cc2)cc1.Cc1ccc(-c2ccc(C(F)(F)F)cc2)s1", "e_above_lowest_kcal_mol": 10.9, "total_charge": 0, "elements": ["C", "C", "C", "C", "C", "C", "B", "O", "C", "C", "C", "C", "C", "C", "O", "C", "C", "C", "C", "O", "C", "C", "C", "C", "C", "C", "C", "C", "C", "C", "H", "H", "H", "H", "H", "H", "H", "H", "H", "H", "H", "H", "H", "H", "H", "H", "H", "H", "H", "H", "H", "H", "H", "H", "H", "H", "H", "H", "H", "C", "C", "C", "C", "C", "C", "C", "C", "C", "C", "F", "F", "F", "C", "C", "S", "H", "H", "H", "H", "H", "H", "H", "H", "H"], "positions_angstrom": [[-2.125622, -3.858113, -4.430789], [-1.755316, -2.779455, -3.455819], [-1.818572, -1.425487, -3.808301], [-1.545162, -0.423565, -2.875160], [-1.221656, -0.768760, -1.555629], [-1.013435, 0.234534, -0.434747], [-2.346325, -0.541705, 0.472826], [-2.485904, -1.226976, 1.632163], [-3.831932, -0.873853, 2.105324], [-4.435974, -2.083744, 2.788618], [-3.716544, 0.275671, 3.092073], [-4.561647, -0.392895, 0.776029], [-5.258644, -1.521095, 0.000126], [-5.497190, 0.795291, 0.858771], [-3.472427, 0.045298, -0.065234], [0.289966, 0.083204, 0.289303], [1.412157, -0.435221, -0.375266], [2.618250, -0.646569, 0.274427], [2.727288, -0.244262, 1.610146], [3.950777, -0.353958, 2.274820], [4.584565, -1.599496, 2.261251], [5.963867, -1.608456, 2.032035], [6.642723, -2.825004, 2.052727], [5.956347, -4.009287, 2.348520], [4.576717, -3.980873, 2.570578], [3.875189, -2.776852, 2.515902], [1.648206, 0.332514, 2.288810], [0.427833, 0.459514, 1.637036], [-1.123461, -2.137739, -1.212004], [-1.348703, -3.125078, -2.159741], [-1.658077, -4.808458, -4.154592], [-3.208601, -4.036748, -4.455323], [-1.822478, -3.601513, -5.450422], [-2.111624, -1.159279, -4.826135], [-1.576483, 0.636696, -3.147310], [-1.263064, 1.262018, -0.712139], [-5.500566, -1.934049, 3.038468], [-4.347583, -2.978012, 2.159063], [-3.900886, -2.266151, 3.729623], [-4.715537, 0.529174, 3.472287], [-3.089818, -0.009114, 3.944241], [-3.259308, 1.164228, 2.634010], [-6.179634, -1.858988, 0.502343], [-5.529368, -1.128205, -0.993867], [-4.595509, -2.390154, -0.153463], [-6.329392, 0.583425, 1.540304], [-4.977606, 1.708843, 1.175065], [-5.917972, 0.997812, -0.136808], [1.328279, -0.726098, -1.426062], [3.468222, -1.107373, -0.242185], [6.463201, -0.668273, 1.819415], [7.713448, -2.838727, 1.847141], [6.499140, -4.954139, 2.410106], [4.030377, -4.895790, 2.793177], [2.798882, -2.728173, 2.676022], [1.792276, 0.633572, 3.326285], [-0.436410, 0.847520, 2.175739], [-0.843506, -2.429769, -0.194566], [-1.254966, -4.178927, -1.885271], [-2.847186, 4.505115, -2.707075], [-1.721402, 3.960897, -1.915923], [-1.571831, 4.073739, -0.538112], [-0.271535, 3.716744, -0.090835], [0.551157, 3.230272, -1.111754], [1.967033, 2.964761, -0.965109], [2.599052, 3.266064, 0.262870], [3.914272, 2.922883, 0.492349], [4.652133, 2.356489, -0.534280], [6.060586, 1.954674, -0.234033], [6.527401, 1.020230, -1.115160], [6.934920, 3.010105, -0.269893], [6.152232, 1.418225, 1.030566], [4.121775, 2.235408, -1.819753], [2.779978, 2.507189, -2.023325], [-0.330931, 3.251774, -2.636492], [-3.608664, 4.893458, -2.022863], [-2.495159, 5.318742, -3.356708], [-3.319245, 3.754096, -3.349382], [-2.374846, 4.424147, 0.120060], [0.065243, 3.821325, 0.939131], [2.059364, 3.786415, 1.051766], [4.363077, 3.085858, 1.469391], [4.756978, 1.902478, -2.636187], [2.344780, 2.365965, -3.013169]], "atomic_forces_ev_per_a": [[-0.1, -0.2, -0.3], [0.2, 0.2, 0.1], [-0.1, -0.2, 0.2], [0.1, -0.2, 0.4], [0.6, -0.2, -0.4], [-1.8, -2.8, 1.6], [1.8, 3.9, -1.9], [-0.4, 0.1, 0.0], [-0.5, 0.3, -0.4], [-0.2, -0.3, 0.0], [0.2, 0.2, 0.2], [-0.2, -0.5, -0.8], [-0.1, -0.2, 0.0], [-0.3, 0.2, 0.4], [-0.1, -0.9, 1.1], [0.7, 0.2, 0.0], [-0.2, -0.1, 0.0], [0.1, 0.2, 0.5], [0.2, -0.1, -0.1], [-0.2, -0.4, -0.1], [-0.1, 0.2, -0.1], [-0.4, -0.2, 0.0], [-0.2, -0.1, 0.2], [0.0, 0.1, -0.1], [0.1, 0.2, 0.0], [0.3, 0.2, -0.1], [0.5, -0.3, -0.2], [0.0, 0.0, -0.5], [0.1, 0.2, -0.5], [-0.3, 0.2, -0.1], [0.0, 0.1, -0.1], [0.1, 0.1, 0.1], [0.0, -0.1, 0.1], [0.1, 0.0, 0.2], [-0.1, -0.4, 0.0], [-0.2, -0.3, 0.2], [0.4, 0.1, -0.2], [0.0, 0.2, 0.2], [-0.1, 0.0, -0.2], [0.3, 0.0, -0.1], [-0.1, -0.1, -0.2], [-0.2, -0.2, 0.1], [0.3, 0.1, -0.1], [0.1, -0.2, 0.4], [-0.2, 0.3, 0.1], [0.1, 0.1, -0.1], [-0.1, -0.3, 0.1], [0.2, -0.2, 0.3], [0.0, 0.1, 0.3], [-0.3, 0.3, 0.3], [-0.1, -0.2, 0.1], [-0.3, -0.1, 0.1], [-0.2, 0.3, -0.1], [0.2, 0.1, -0.1], [0.2, -0.1, 0.0], [-0.1, -0.1, -0.2], [0.2, 0.0, -0.1], [0.0, 0.2, -0.3], [0.0, 0.3, -0.1], [-0.5, -0.1, -0.4], [0.3, -0.1, 1.6], [0.0, 0.0, -0.9], [0.4, -0.6, -1.0], [-1.5, 1.1, 0.6], [1.2, 0.0, -0.1], [-0.4, -0.1, -0.2], [-0.2, 0.0, 0.0], [0.3, 0.1, -0.3], [0.6, -0.3, 0.2], [-0.2, 0.7, 0.8], [-0.5, -0.8, 0.0], [0.2, 0.5, -1.2], [0.1, -0.2, 0.4], [-0.5, 0.1, 0.2], [0.6, 0.3, 0.8], [0.1, 0.0, -0.2], [-0.2, -0.1, 0.2], [0.0, 0.1, 0.1], [0.4, 0.0, -0.4], [-0.2, -0.1, -0.3], [0.0, -0.3, -0.2], [-0.1, 0.0, -0.2], [-0.2, -0.1, 0.1], [0.1, 0.0, 0.2]]}



{"formula": "C13H18F5I2OP2STb", "method": "ωB97M-V/def2-TZVPD", "e_homo_ev": [-15.61, -15.60], "spin_multiplicity": 7, "orbital_gap_ev": [7.4, 5.7], "energy_ev": -97438.1539, "e_above_lowest_kcal_mol": 0.0, "total_charge": 2, "elements": ["I", "I", "Tb", "P", "C", "C", "H", "H", "H", "H", "H", "H", "C", "H", "H", "H", "P", "C", "C", "H", "H", "H", "C", "H", "H", "H", "H", "H", "H", "C", "O", "F", "C", "C", "F", "C", "F", "C", "S", "C", "F", "C", "F"], "positions_angstrom": [[-3.582614, -3.410920, -0.476047], [-0.209543, -4.079482, 0.868789], [-1.288060, -1.518349, -0.262263], [0.762576, -1.931622, -2.229857], [2.482726, -2.488942, -2.155271], [-0.138955, -3.331683, -2.963403], [0.336547, -3.647149, -3.902833], [1.230796, -1.261071, -4.507832], [-1.179118, -3.027385, -3.089738], [-0.207530, -0.431454, -3.804622], [2.532263, -3.285536, -1.410207], [-0.141532, -4.106363, -2.199047], [0.799902, -0.794285, -3.617218], [2.811970, -2.804087, -3.160918], [1.350248, 0.095339, -3.322450], [3.060468, -1.644242, -1.771518], [-1.922721, -0.115127, 2.157027], [-1.201507, -0.016006, 3.809724], [-2.689478, 1.508690, 1.985890], [-3.954344, -1.175842, 1.447239], [-4.059673, -0.722527, 3.211208], [-3.083584, -2.129147, 2.581244], [-3.426945, -1.114263, 2.402695], [-3.241641, 1.562835, 1.050686], [-3.330360, 1.764990, 2.835983], [-1.947971, 0.373423, 4.524912], [-0.317406, 0.622966, 3.717128], [-1.900743, 2.244184, 1.852021], [-0.848969, -1.022758, 4.049623], [0.728152, -1.317364, 1.059297], [1.658100, -1.427873, 1.733553], [3.823708, 4.861650, 0.790674], [2.825675, 4.065108, 0.362465], [3.058939, 2.715005, 0.127163], [4.285588, 2.190918, 0.344858], [2.007641, 1.907040, -0.286841], [2.237124, 0.581045, -0.570834], [0.679948, 2.385257, -0.405472], [-0.593832, 1.301177, -0.895323], [0.483747, 3.781080, -0.181926], [-0.760784, 4.318711, -0.305666], [1.540401, 4.604563, 0.188527], [1.330792, 5.919495, 0.418580]], "atomic_forces_ev_per_a": [[0.6, -0.3, 0.0], [-1.0, -0.2, -0.2], [0.3, 0.1, -0.3], [0.0, -0.4, -0.6], [-0.2, 0.2, 0.5], [0.2, 0.1, 0.5], [-0.4, -0.1, 0.3], [-0.1, 0.1, 0.1], [-0.1, -0.1, -0.5], [-0.2, -0.1, -0.4], [0.3, -0.2, -0.3], [0.1, -0.4, -0.3], [-0.2, 0.8, 0.2], [0.0, 0.1, 0.6], [0.3, 0.1, -0.2], [0.2, -0.2, -0.2], [-1.3, 0.4, 0.6], [0.5, -0.3, -0.4], [0.4, 0.5, -0.7], [-0.3, 0.3, 0.3], [0.2, -0.2, -0.3], [-0.3, -0.3, 0.5], [0.4, -0.3, -0.3], [-0.4, -0.1, 0.0], [0.2, -0.1, -0.2], [0.5, -0.2, -0.3], [-0.2, 0.1, 0.4], [0.1, 0.3, 0.3], [-0.1, 0.1, 0.4], [3.8, -0.2, 2.5], [-2.9, 0.7, -2.1], [-1.5, -1.3, -0.7], [0.9, 1.5, 0.6], [0.9, -1.5, 0.0], [-1.4, 0.6, -0.4], [0.6, -1.0, 0.0], [-0.1, 1.7, 0.5], [-0.5, -0.8, -0.5], [0.6, 1.3, 0.4], [-1.1, 0.8, 0.0], [1.8, -0.9, 0.2], [-0.7, 1.1, 0.1], [0.3, -1.7, -0.3]]}